One molecule with the formula C4H2O2, computed with ωB97M-V/def2-TZVPD.

Values from the calculation:
- Energy above the lowest of the compared OMol25 structures with the same formula, charge and spin: 0.0868 eV
- E_LUMO: -1.658 eV
- HOMO level: -9.8 eV
- Structure (SMILES): O=C=C=CC=O
- 2S+1: 1
- Orbital gap: 8.100 eV

Atoms and positions in Å:
O 1.294 -1.623 -2.583
C 0.772 -1.060 -1.710
C -0.030 -0.555 -0.789
C 0.137 0.324 0.199
C -0.959 0.729 1.125
O -0.739 1.458 2.066
H 1.091 0.816 0.398
H -1.973 0.338 0.905

=====

One molecule with the formula C4H2O2, computed with ωB97M-V/def2-TZVPD.

Values from the calculation:
- Energy above the lowest of the compared OMol25 structures with the same formula, charge and spin: 6.7896 eV
- E_LUMO (alpha / beta): -0.996 / -0.995 eV
- HOMO level (alpha / beta): -7.6 / -7.6 eV
- 2S+1: 1
- Orbital gap (alpha / beta): 6.626 / 6.626 eV

Atoms and positions in Å:
C -3.357 0.091 0.120
C -4.266 -0.803 0.016
C 0.192 0.639 -0.030
C -2.267 0.697 -0.229
O 0.563 -0.659 -0.338
O -1.051 0.999 -0.020
H 1.002 1.495 -0.138
H 0.020 -1.315 0.022

=====

One molecule with the formula C4H2O2, computed with ωB97M-V/def2-TZVPD.

Values from the calculation:
- Energy above the lowest of the compared OMol25 structures with the same formula, charge and spin: 0.4740 eV
- E_LUMO: -1.539 eV
- HOMO level: -10.0 eV
- Structure (SMILES): O=C=C=CC=O
- 2S+1: 1
- Orbital gap: 8.438 eV

Atoms and positions in Å:
O -3.011 -0.289 0.401
C -2.029 0.188 0.033
C -0.887 0.754 -0.404
C 0.119 -0.053 0.018
C 1.584 0.107 -0.184
O 2.328 -0.721 0.293
H -0.068 -0.958 0.599
H 1.964 0.973 -0.755

=====

One molecule with the formula C4H2O2, computed with ωB97M-V/def2-TZVPD.

Values from the calculation:
- Energy above the lowest of the compared OMol25 structures with the same formula, charge and spin: 0.6788 eV
- E_LUMO: -1.227 eV
- HOMO level: -10.9 eV
- Structure (SMILES): O=CC#CC=O
- 2S+1: 1
- Orbital gap: 9.665 eV

Atoms and positions in Å:
O -3.050 -0.136 0.291
C -1.879 -0.409 0.295
C -0.762 0.355 -0.260
C 0.411 0.579 -0.463
C 1.863 0.417 -0.441
O 2.319 -0.524 0.166
H -1.475 -1.326 0.764
H 2.499 1.141 -0.969

=====

One molecule with the formula C4H2O2, computed with ωB97M-V/def2-TZVPD.

Values from the calculation:
- Energy above the lowest of the compared OMol25 structures with the same formula, charge and spin: 0.8721 eV
- E_LUMO: -0.847 eV
- HOMO level: -8.2 eV
- Structure (SMILES): O=C=C=C=CO
- 2S+1: 1
- Orbital gap: 7.322 eV

Atoms and positions in Å:
O -3.331 0.174 0.579
C -2.244 0.419 0.220
C -1.087 0.609 -0.337
C 0.193 0.453 -0.303
C 1.475 0.176 -0.209
O 1.965 -1.101 -0.120
H 2.253 0.933 -0.183
H 1.215 -1.713 -0.126

=====

C4H2O2Pd as an isolated structure, computed with ωB97M-V/def2-TZVPD.

Values from the calculation:
- E_LUMO (alpha / beta): 4.166 / 3.719 eV
- HOMO level (alpha / beta): -1.8 / -4.0 eV
- Net charge: -1
- 2S+1: 4
- Orbital gap (alpha / beta): 5.969 / 7.767 eV

Atoms and positions in Å:
O -0.844 1.433 -0.121
C -1.824 0.521 -0.185
C -1.402 -0.819 -0.052
C -0.594 -1.781 0.113
H -2.856 0.843 -0.349
C 2.087 -0.135 0.454
O 1.921 0.127 -0.768
Pd 0.361 0.164 0.174
H 3.151 -0.352 0.734

=====

C4H2O2Sc as an isolated structure, computed with ωB97M-V/def2-TZVPD.

Values from the calculation:
- Energy above the lowest of the compared OMol25 structures with the same formula, charge and spin: 1.7562 eV
- E_LUMO (alpha / beta): -11.277 / -11.276 eV
- HOMO level (alpha / beta): -16.8 / -18.4 eV
- Net charge: +2
- 2S+1: 2
- Orbital gap (alpha / beta): 5.509 / 7.090 eV

Atoms and positions in Å:
H -0.972 1.942 -1.089
C -0.672 0.962 -0.709
C 0.061 0.772 0.367
O -1.189 -0.020 -1.504
O -0.844 -1.352 -1.041
Sc -0.244 -1.501 -2.922
C 1.305 -0.276 2.351
C 0.790 0.220 1.346
H 1.764 -0.747 3.202

=====

C4H2O2Y as an isolated structure, computed with ωB97M-V/def2-TZVPD.

Values from the calculation:
- Energy above the lowest of the compared OMol25 structures with the same formula, charge and spin: 1.8580 eV
- E_LUMO (alpha / beta): -10.833 / -11.038 eV
- HOMO level (alpha / beta): -17.3 / -19.2 eV
- Net charge: +2
- 2S+1: 2
- Orbital gap (alpha / beta): 6.481 / 8.196 eV

Atoms and positions in Å:
O 0.587 -2.163 -1.312
H -0.133 -2.758 -1.554
C 0.214 -1.484 -0.164
C 1.138 -0.590 0.277
C 1.476 0.612 0.007
C 0.786 1.832 0.130
O -0.464 1.788 0.376
Y -1.503 -0.021 0.474
H 1.282 2.809 0.097

=====

One molecule with the formula C4H2O4, computed with ωB97M-V/def2-TZVPD.

Values from the calculation:
- Energy above the lowest of the compared OMol25 structures with the same formula, charge and spin: 3.2793 eV
- E_LUMO: -1.079 eV
- HOMO level: -11.5 eV
- Structure (SMILES): O=C(O)C#CC(=O)O
- 2S+1: 1
- Orbital gap: 10.440 eV

Atoms and positions in Å:
O -2.645 -1.112 0.635
C -1.990 -0.397 0.003
O -2.671 0.866 -0.563
C -0.587 -0.548 -0.402
C 0.602 -0.139 -0.331
C 2.104 -0.261 -0.149
O 3.147 -1.054 -0.406
O 2.282 0.981 0.521
H -3.638 0.735 -0.195
H 3.397 0.930 0.885

=====

| no. | strongest force on any atom (eV/Å) | calculated total energy (eV) |
| --- | --- | --- |
| 1 | 1.11 | -8272.441 |
| 2 | 3.96 | -8265.739 |
| 3 | 1.16 | -8272.054 |
| 4 | 0.76 | -8271.850 |
| 5 | 1.03 | -8271.656 |
| 6 | 7.92 | -11745.027 |
| 7 | 2.31 | -28949.078 |
| 8 | 3.67 | -9294.500 |
| 9 | 8.55 | -12365.732 |